1.
This record from OMol25 describes a structure of composition C10H14BN7O3Pt. The level of theory is the ωB97M-V functional and the def2-TZVPD basis.

XYZ file:
```
36
Properties=species:S:1:pos:R:3:forces:R:3
H 1.039 3.006 1.628 0.3157 -0.1972 0.1016
N 0.943 1.519 0.072 -3.4415 3.6473 -0.4162
B 0.194 0.496 -2.292 -1.0100 -0.1977 1.3203
N 0.619 1.602 -1.267 1.3197 1.1452 0.0923
C 0.845 2.869 -1.653 -0.0257 -0.2326 0.8656
Pt 1.874 0.176 1.150 -0.6962 0.5546 3.0317
H 0.842 3.120 -2.697 -0.2874 0.1401 -0.0450
C 1.126 3.628 -0.526 -0.3310 0.7799 -0.3414
H 1.431 4.646 -0.518 -0.2336 0.6149 0.0168
C 1.017 2.801 0.573 0.8860 -1.3994 -1.9963
H 0.426 0.807 -3.431 0.2132 -0.0816 0.2228
C -1.738 -2.342 4.040 0.5290 -1.0957 0.0733
H -1.198 -2.483 4.982 -0.1744 -0.0608 -0.2046
H -1.029 -2.037 3.288 0.1508 0.0553 -0.2322
H -2.229 -3.264 3.719 0.0345 0.0302 0.1805
N -1.328 0.108 -2.154 -0.1892 -0.0096 1.6265
N 1.163 -0.619 -1.767 1.8149 -0.4582 -0.1246
N -1.787 -0.108 -0.870 0.8009 -0.3457 -0.0234
N 1.549 -0.828 -0.444 -1.3114 -4.0543 -1.6512
C -2.358 -0.089 -3.020 -0.2105 -0.1734 0.4547
C 1.941 -1.408 -2.542 -0.3439 0.1968 1.6870
H -2.175 0.058 -4.076 -0.3100 -0.0754 0.0445
H 2.008 -1.274 -3.610 -0.3503 -0.1022 0.0447
C -3.487 -0.469 -2.280 0.6708 0.1071 -0.5340
C 2.653 -2.273 -1.707 0.0649 -0.5502 0.1202
C -3.055 -0.493 -0.935 1.4112 0.8165 -1.6094
C 2.252 -2.019 -0.404 0.4407 1.8569 -1.8376
H -4.477 -0.696 -2.638 0.1018 0.0100 -0.1727
H 3.428 -2.940 -2.006 0.0343 -0.5606 -0.2034
H -3.565 -0.754 -0.043 -0.4348 -0.0787 0.5306
H 2.482 -2.466 0.542 0.2021 -0.1697 0.1351
H -2.456 -1.574 4.160 -0.7201 0.7885 0.1305
O 1.279 0.934 5.328 -0.9193 -0.0940 -1.8009
N 0.757 0.808 4.200 -0.5351 -1.3129 1.6482
O -0.101 -0.070 3.932 1.5342 1.4107 0.3731
O 1.114 1.627 3.268 0.9999 -0.9041 -1.5070
```
Positions in Å, forces in eV/Å.

Its total charge is 0. Its multiplicity is 3. The LUMO energy (spin up / spin down) is -1.49 / -3.55 eV. Its expectation value of S² is 2.009.

2.
This record from OMol25 describes a structure of composition C10H14BN9OPdS. The level of theory is the ωB97M-V functional and the def2-TZVPD basis.

XYZ file:
```
37
Properties=species:S:1:pos:R:3:forces:R:3
Pd -0.038 -0.914 0.191 0.4007 -0.8220 0.7565
B 1.020 -3.794 2.468 -0.0144 -0.0052 -0.0320
N 0.085 -4.028 1.240 0.0085 -0.0219 0.0250
C -0.373 -5.252 0.950 0.0085 0.0274 0.0041
C -1.174 -5.177 -0.174 -0.0066 -0.0167 -0.0043
C -1.151 -3.830 -0.515 0.0264 0.0137 0.0185
N -0.387 -3.150 0.345 -0.0081 0.1318 -0.0546
N 1.476 -2.309 2.693 0.0150 -0.0152 0.0453
C 2.272 -2.030 3.729 -0.0275 -0.0171 -0.0333
C 2.550 -0.675 3.740 0.0057 0.0207 -0.0009
C 1.863 -0.186 2.640 -0.0114 -0.0074 0.0065
N 1.215 -1.176 2.010 -0.1341 0.0737 -0.2133
H 0.419 -4.142 3.459 0.0063 0.0070 0.0040
H 2.018 -4.458 2.303 0.0038 0.0073 0.0039
H -0.093 -6.088 1.569 -0.0113 -0.0124 -0.0115
H -1.695 -5.978 -0.668 0.0011 -0.0014 0.0031
H -1.635 -3.315 -1.326 -0.0035 0.0056 -0.0029
H 2.584 -2.823 4.387 0.0107 0.0117 0.0109
H 3.158 -0.128 4.438 0.0009 -0.0029 0.0019
H 1.798 0.820 2.270 0.0137 -0.0041 0.0251
C -2.399 4.427 -4.513 -0.0055 0.0084 -0.0056
N -2.167 3.231 -3.718 0.0216 -0.0438 0.0007
C -1.308 3.172 -2.705 -0.0133 0.0475 0.0106
N -0.635 4.239 -2.330 -0.0632 -0.0341 0.0585
S -1.092 1.649 -1.907 -0.0960 0.0137 -0.1203
H -3.104 4.182 -5.301 0.0021 -0.0021 0.0024
H -1.474 4.772 -4.976 -0.0062 -0.0009 0.0065
H -2.830 5.224 -3.905 0.0017 0.0076 0.0022
H -2.665 2.388 -3.949 -0.0031 0.0006 -0.0109
H -0.807 5.139 -2.748 0.0072 -0.0048 -0.0121
H -0.011 4.182 -1.516 0.2127 -0.0385 0.1392
N 1.824 5.317 1.626 -0.0073 0.0208 0.0195
C 1.460 4.492 0.906 0.0031 -0.0487 0.0217
N 1.036 3.630 -0.014 -0.0295 0.1913 -0.2324
C 0.835 2.386 0.227 -0.1246 -0.2484 0.1138
N 0.590 1.244 0.320 -0.1258 0.3269 -0.3682
O -1.163 -1.040 -1.242 -0.0584 0.4318 -0.1778
```
Positions in Å, forces in eV/Å.

Its total charge is 0. Its multiplicity is 5. The LUMO energy (spin up / spin down) is -0.49 / -3.89 eV. The calculation puts the energy relative to the best compared isomer or geometry (same formula, charge and spin) at 0.307 eV. Its expectation value of S² is 6.025.

3.
This record from OMol25 describes a structure of composition C10H14Br12N2O6S. The level of theory is the ωB97M-V functional and the def2-TZVPD basis.

XYZ file:
```
45
Properties=species:S:1:pos:R:3:forces:R:3
C 5.079 0.654 0.860 -0.0258 0.2958 -0.5145
C 3.672 0.139 0.804 -0.3089 0.2220 0.7876
O 3.093 -0.314 1.761 0.3258 0.0190 -0.5415
N 3.030 0.254 -0.497 -0.2784 -0.6685 -0.0660
C 2.309 -0.921 -1.006 0.0998 -0.2447 -0.1040
C 1.355 -1.691 -0.142 -0.1859 -0.1444 0.1663
O 2.502 -1.234 -2.154 -0.2495 0.3178 0.1184
N 2.387 1.507 -0.583 0.1521 -0.6771 -0.0452
C 1.046 1.591 -0.023 -0.0310 0.7056 -1.1081
S 0.764 3.228 0.677 -0.2175 -0.2593 1.6267
O 1.895 3.596 1.478 0.2744 0.1017 -0.4203
O -0.517 3.196 1.329 -0.2027 -0.0225 -0.5134
C 2.549 2.195 -1.833 0.2015 0.3044 -0.0666
O 2.775 3.369 -1.844 -0.1882 0.0152 0.0355
O 2.423 1.492 -2.960 -0.2390 0.2762 0.0679
H 5.405 0.983 -0.125 -0.0015 -0.0075 0.0449
H 5.123 1.506 1.539 0.0420 -0.1496 0.1637
H 5.741 -0.143 1.197 -0.0663 0.0539 0.1894
H 1.152 -2.659 -0.597 0.0487 0.0647 -0.0963
H 0.406 -1.143 -0.097 0.0374 -0.0095 -0.0021
H 1.695 -1.814 0.880 0.0645 0.0910 -0.0010
H 0.837 0.844 0.738 0.2694 0.1973 0.2676
H 0.296 1.489 -0.820 -0.1773 -0.0576 0.2095
H 0.667 4.013 -0.421 0.2197 -0.0010 -0.0570
H 1.873 0.706 -2.839 0.5220 -0.3522 -0.0063
C -3.269 -0.394 1.252 -0.0343 0.0023 0.0275
Br -5.079 -0.764 0.738 0.0351 -0.0209 -0.0150
Br -2.295 -2.004 1.666 0.0165 -0.0140 -0.0235
Br -2.348 0.662 -0.068 -0.1289 -0.0568 -0.0004
H -3.301 0.197 2.155 0.0152 0.0124 0.0147
C -5.361 -1.020 -3.720 0.0249 0.0056 0.0243
Br -3.651 -1.473 -2.965 0.0127 -0.0238 -0.0395
Br -6.625 -2.449 -3.494 -0.1570 0.2116 0.0118
Br -6.027 0.642 -3.018 0.0109 -0.0083 0.0089
H -5.215 -0.885 -4.781 -0.0162 0.0029 -0.0210
C 1.785 3.240 4.899 -0.0189 0.0067 -0.1102
Br 3.554 2.905 5.575 -0.0015 -0.0052 -0.0060
Br 0.598 1.773 5.278 0.0053 -0.0137 -0.0152
Br 1.080 4.903 5.555 0.0056 -0.0074 0.0054
H 1.858 3.323 3.823 0.0041 0.0175 -0.0040
C -4.771 -5.893 -1.614 -0.0057 0.0084 0.0149
Br -4.235 -7.719 -1.338 0.0087 0.0098 0.0021
Br -3.818 -4.686 -0.459 -0.0030 0.0356 -0.0074
Br -4.620 -5.377 -3.459 0.1603 -0.2274 -0.0007
H -5.816 -5.824 -1.347 -0.0189 -0.0063 -0.0019
```
Positions in Å, forces in eV/Å.

Its total charge is 0. The LUMO energy is -0.40 eV.

4.
This record from OMol25 describes a structure of composition C10H14Cl22. The level of theory is the ωB97M-V functional and the def2-TZVPD basis.

XYZ file:
```
46
Properties=species:S:1:pos:R:3:forces:R:3
Cl 9.149 12.214 11.032 0.3123 -0.2450 0.0861
C 10.071 10.980 11.964 0.7507 2.1564 1.8897
C 9.617 9.635 11.635 0.7268 -0.7676 0.0070
Cl 10.641 8.518 12.690 -0.8721 0.4340 -0.9676
H 9.920 11.208 13.024 -0.7765 -0.0928 -0.0643
H 11.139 11.188 11.974 0.1644 -0.2152 -1.2756
H 9.718 9.480 10.562 0.2354 -0.6784 0.1376
H 8.587 9.569 11.919 -0.5537 -0.5695 0.1900
Cl 14.141 12.104 16.037 -0.0127 -0.1702 -0.2258
C 14.427 11.865 14.284 1.8696 -0.1909 0.8714
C 15.224 10.602 13.965 -1.6139 -0.8459 -0.1882
Cl 14.149 9.057 13.897 0.5616 1.1553 0.3847
H 14.962 12.747 13.939 0.4355 -0.0366 0.1055
H 13.514 11.929 13.799 -1.8602 -0.3698 -0.8219
H 16.009 10.376 14.676 0.0811 0.1351 -0.0519
H 15.545 10.609 12.936 0.4945 0.3375 -0.0980
C 8.220 9.694 16.058 1.2814 -0.2025 -1.5449
Cl 7.815 11.154 15.109 -0.1707 -0.1418 0.2268
Cl 7.372 9.612 17.554 -0.0076 0.0101 0.3451
Cl 10.071 9.717 16.246 -1.5931 -0.2804 0.0819
H 7.933 8.840 15.399 0.5448 0.6436 0.8315
C 10.678 6.130 9.264 -0.1511 -0.1012 0.3727
Cl 11.414 5.751 7.737 0.3993 -0.0075 -0.5598
Cl 11.749 5.747 10.607 0.1074 -0.2403 0.1367
Cl 9.148 5.237 9.383 0.1415 0.3448 0.2564
H 10.528 7.203 9.321 -0.3620 -0.1586 -0.0895
C 7.561 13.270 8.061 0.9201 -1.1777 0.2521
Cl 6.256 12.283 7.426 -0.3601 -0.1282 -0.2393
Cl 7.071 14.880 8.391 -0.3188 0.8094 0.2331
Cl 8.957 13.250 6.945 -0.2040 -0.0451 0.2010
H 7.877 12.761 8.984 -0.0643 0.4717 -0.4992
C 11.145 15.296 12.634 0.0842 -0.0259 -0.8649
Cl 12.273 14.137 11.919 0.2250 -0.0713 -0.4082
Cl 10.050 14.395 13.651 -0.3149 0.3976 0.2143
Cl 10.334 16.279 11.347 0.2831 -0.6434 0.7936
H 11.773 15.961 13.200 -0.2514 0.2768 0.3303
C 12.964 10.072 8.398 0.4041 0.3556 -0.7874
Cl 11.736 11.302 8.756 0.3362 0.4167 -0.7358
Cl 12.723 9.228 6.844 -0.2562 0.3620 0.0897
Cl 12.839 8.969 9.690 0.3402 -1.3995 1.2611
H 14.004 10.444 8.333 -0.9009 0.3050 0.2318
C 6.929 8.236 8.129 -0.5755 -0.5382 -0.2262
Cl 6.248 6.598 7.828 0.4879 0.4688 0.0354
Cl 8.631 8.410 7.791 0.4257 -0.1854 -0.2212
Cl 6.582 8.729 9.769 -0.1643 0.1525 0.2281
H 6.424 8.872 7.423 -0.2288 0.2962 0.0763
```
Positions in Å, forces in eV/Å.

Its total charge is 0. The LUMO energy is 0.13 eV. The calculation puts the energy relative to the best compared isomer or geometry (same formula, charge and spin) at 0.813 eV.

5.
This record from OMol25 describes a cluster of 2 separate species, C10H14Cl2Si in total. The level of theory is the ωB97M-V functional and the def2-TZVPD basis.

XYZ file:
```
27
Properties=species:S:1:pos:R:3:forces:R:3
C 3.492 -1.465 0.596 1.0691 1.4699 -0.5492
C 2.653 -0.601 1.330 0.7710 -1.1913 1.5050
C 3.183 -1.767 -0.716 -0.7224 -1.3335 0.5736
C 1.387 -0.221 1.028 0.2595 -0.3828 -0.7106
C 1.861 -1.391 -0.974 -1.0486 -1.8441 -4.0284
C 0.916 -0.738 -0.209 1.1732 1.2147 1.3542
C -2.805 1.352 -1.529 1.0853 -1.8260 -0.9029
C -0.287 2.383 -0.246 0.2554 -1.9007 2.8741
C -2.455 0.261 1.470 -3.4667 0.0647 -4.4300
C -0.389 -0.524 -0.664 -1.7497 -0.6734 0.0405
Si -1.545 0.988 -0.125 -1.6372 -0.5437 -0.5070
Cl -1.366 -3.227 1.134 0.1430 0.4492 -0.2366
Cl -1.061 -1.692 -1.664 0.1477 0.6445 0.1620
H 4.498 -1.639 0.987 -0.4615 -0.3792 0.1153
H 2.972 -0.470 2.340 0.3130 0.6366 0.5241
H 3.801 -2.521 -1.327 -1.1786 1.7459 0.7052
H 0.859 0.342 1.777 -0.5461 0.0433 -0.1625
H 1.356 -1.646 -1.948 1.2868 -0.1251 0.7596
H -2.927 2.388 -1.650 0.3567 1.7098 -0.2277
H -2.475 0.919 -2.523 -0.1344 0.5987 1.0299
H -3.829 1.042 -1.438 -0.3874 -0.7619 0.6042
H 0.731 2.213 0.095 -0.0031 -0.5238 0.2795
H -0.158 2.687 -1.205 -0.1555 1.1138 -3.0608
H -0.635 3.144 0.388 -0.5997 1.5504 0.5474
H -1.685 0.349 2.075 3.4004 -0.6512 3.7184
H -3.418 0.594 1.952 1.1440 0.3930 -0.9303
H -2.672 -0.759 1.048 0.6858 0.5023 0.9533
```
Positions in Å, forces in eV/Å.

Its total charge is 0. The LUMO energy (spin up / spin down) is -2.64 / -2.65 eV. The calculation puts the energy relative to the best compared isomer or geometry (same formula, charge and spin) at 6.833 eV.

6.
This record from OMol25 describes a cluster of 2 separate species, C10H14ClIN3O8S2 in total. The level of theory is the ωB97M-V functional and the def2-TZVPD basis.

XYZ file:
```
39
Properties=species:S:1:pos:R:3:forces:R:3
C 3.281 2.134 1.206 -0.2056 -0.6468 1.0016
C 2.698 1.325 -0.041 1.0110 2.6708 -4.0074
O 2.845 1.828 -1.189 -0.5831 -1.9966 4.4437
N 1.949 0.041 0.057 0.5831 -0.4241 2.1100
C 2.770 -0.970 0.705 1.9086 -1.8329 1.9409
C 4.169 -1.325 -0.043 -1.7329 0.0870 -0.8761
O 2.556 -1.591 1.770 -0.4342 2.1480 -3.3095
C 0.611 0.267 0.651 -1.4424 1.6923 0.6498
N 0.635 0.639 2.120 -0.8806 0.1860 -0.7025
C -0.494 -0.852 0.299 -0.8979 -0.5214 -1.7404
S -0.614 -0.848 -1.589 0.2930 0.3368 -0.1141
N -0.130 -2.245 0.682 -2.1772 -0.2190 5.6662
C -0.487 -2.544 1.884 2.7848 0.9929 -0.6275
S -0.454 -2.766 3.544 -0.5784 0.1385 -4.0439
O -1.772 -0.550 0.933 1.1602 0.9913 -1.2786
C -2.530 0.440 0.202 -1.9984 0.7815 0.9890
C -3.582 1.073 1.276 -0.2090 -1.1301 -0.3402
C -4.659 -0.054 1.660 1.2149 -2.1317 3.5266
O -4.558 -0.849 2.613 -0.1832 3.3879 -3.8490
I -6.502 -0.252 0.458 0.7364 0.2951 0.1324
H 4.268 2.678 0.973 -1.6982 -0.9562 -0.0834
H 3.451 1.435 2.103 -0.3062 0.9664 -1.3737
H 2.514 2.914 1.575 1.0960 -1.2554 -0.8126
H 5.018 -0.650 0.311 -1.1660 -1.0114 -0.5221
H 4.346 -2.436 0.143 -0.0311 1.7093 0.0938
H 3.958 -1.226 -1.173 0.6906 0.1534 1.7012
H 0.211 1.228 0.145 0.7105 -1.7714 0.3010
H 0.202 1.580 2.211 0.4198 -0.9655 -0.1366
H 0.012 0.025 2.663 0.5951 0.0949 -0.3181
H -1.867 -1.293 -1.978 0.8118 0.1641 0.9888
H -3.183 -0.053 -0.599 1.2835 0.7904 0.8102
H -1.924 1.315 -0.198 -0.6516 -1.3869 0.3315
H -4.150 1.939 0.804 0.8975 -1.0562 0.6753
H -3.019 1.334 2.233 -0.9163 -0.2381 -1.2630
O -0.366 0.895 -5.410 -0.1739 -0.1581 0.1015
Cl -1.113 -0.338 -5.284 0.3651 0.0260 -0.5580
O -0.197 -1.442 -5.085 -0.1655 0.1042 0.0975
O -1.886 -0.561 -6.488 0.0257 0.0290 0.2264
O -2.009 -0.246 -4.147 -0.1558 -0.0433 0.1693
```
Positions in Å, forces in eV/Å.

Its total charge is -1. The LUMO energy is 1.78 eV. The calculation puts the energy relative to the best compared isomer or geometry (same formula, charge and spin) at 2.734 eV.

Summary of E_tot in Eh
-1142.34296; -1508.24890; -32236.63264; -10513.61040; -1599.18909; -2709.58189
(order as listed above)